DFT (ωB97M-V with the def2-TZVPD basis set) results for a cluster of 5 separate species, C27H71N4O9 in total in a non-equilibrium geometry.

Last column: Löwdin spin population.
CARTESIAN COORDINATES (ANGSTROEM)
C -7.6522 -23.7227 -27.3569  0.001
C -8.2922 -24.9332 -26.7719  0.007
C -9.1858 -24.5544 -25.5839  0.001
O -8.8741 -25.8305 -27.6687  0.012
H -6.7764 -24.0387 -27.9237  0.001
H -7.2913 -22.9584 -26.6687  0.000
H -8.2708 -23.1797 -28.0714  0.000
H -7.4231 -25.4551 -26.3714  0.009
H -9.3538 -25.4120 -24.9324  0.001
H -10.0990 -24.1177 -25.9880  0.000
H -8.7173 -23.8533 -24.8932  0.000
C -2.9789 -23.3390 -28.2431  0.001
O -3.1029 -24.6723 -28.8956  0.010
C -4.4341 -25.0813 -28.9845  0.017
C -4.5816 -26.2316 -29.8854  0.023
N -3.9193 -27.5015 -29.2685  0.091
H -3.0148 -27.2711 -28.8827  0.027
H -4.4560 -27.9130 -28.5183  0.147
C -3.6703 -28.7116 -30.2306  0.053
C -4.9989 -29.1443 -30.9600  0.028
O -5.4795 -28.0954 -31.7484  0.007
C -6.6026 -28.3607 -32.6302  0.001
H -3.7815 -23.0917 -27.5483  0.000
H -3.0439 -22.7288 -29.1439  0.000
H -2.0008 -23.2530 -27.7699  0.000
H -5.0965 -24.2683 -29.2818  0.001
H -4.8677 -25.3300 -28.0158  0.014
H -4.0083 -26.1057 -30.8039  0.002
H -5.6229 -26.3278 -30.1928  0.008
H -3.2564 -29.4352 -29.5283  0.044
H -2.9040 -28.4900 -30.9735  0.003
H -5.7038 -29.3945 -30.1671  0.027
H -4.7326 -30.0142 -31.5603  0.002
H -7.0749 -27.5029 -33.1090  0.000
H -7.3198 -28.8458 -31.9680  0.000
H -6.3562 -29.1906 -33.2925  0.000
C -10.6147 -32.3106 -25.4734  0.001
O -10.0527 -31.0794 -25.9724  0.009
C -9.8420 -30.0786 -24.9459  0.006
C -9.2035 -28.7944 -25.5313  0.019
N -10.0998 -28.1434 -26.5613  0.001
H -9.5950 -27.3712 -26.9724  0.001
H -10.2311 -28.7247 -27.3768  0.000
C -11.5087 -27.7165 -26.1052  0.001
C -12.1903 -26.6180 -26.9006  0.000
O -12.3277 -26.8884 -28.2620  0.000
C -13.1713 -27.9868 -28.5836  0.000
H -9.7547 -32.8293 -25.0497  0.000
H -10.9341 -32.9891 -26.2644  0.000
H -11.4678 -32.2038 -24.8034  0.000
H -9.1548 -30.4294 -24.1760  0.003
H -10.7596 -30.0035 -24.3625  0.000
H -8.3031 -28.9944 -26.1122  0.027
H -8.8543 -28.0100 -24.8599  0.004
H -11.4020 -27.2937 -25.1063  0.000
H -12.1990 -28.5601 -26.0985  0.000
H -11.6284 -25.6858 -26.9592  0.000
H -13.1463 -26.3270 -26.4654  0.000
H -12.7809 -28.9173 -28.1712  0.000
H -13.2228 -28.1404 -29.6615  0.000
H -14.1889 -27.9338 -28.1967  0.000
C -8.3778 -29.0359 -29.0619  0.036
O -9.7302 -28.6188 -29.3124  0.006
C -10.0390 -28.4651 -30.7418  0.001
C -9.6174 -27.0101 -31.2435  0.001
N -10.2310 -26.0302 -30.2387  0.000
H -11.2006 -26.2809 -30.1077  0.000
H -9.7694 -26.1270 -29.3456  0.000
C -10.2875 -24.5830 -30.5339  0.000
C -11.4202 -23.9482 -29.7480  0.000
O -12.7131 -24.3606 -30.2254  0.000
C -13.8078 -24.0827 -29.4068  0.000
H -7.8196 -28.2316 -29.5410  0.012
H -8.2093 -30.0423 -29.4453  0.006
H -8.0608 -29.2499 -28.0412  0.038
H -11.1262 -28.3871 -30.7362  0.000
H -9.8306 -29.3234 -31.3806  0.000
H -10.0836 -26.8021 -32.2066  0.000
H -8.5572 -26.7584 -31.2170  0.001
H -10.3155 -24.5311 -31.6223  0.000
H -9.3039 -24.2539 -30.1987  0.000
H -11.2847 -22.8712 -29.8472  0.000
H -11.2195 -24.1118 -28.6892  0.000
H -14.1561 -24.9622 -28.8652  0.000
H -14.6527 -23.7532 -30.0116  0.000
H -13.5197 -23.2678 -28.7428  0.000
C -1.8690 -25.9073 -24.8630  0.005
O -3.0105 -26.5268 -24.3114  0.017
C -4.1498 -26.6980 -25.1796  0.054
C -5.3884 -27.4712 -24.5227  0.070
N -5.8508 -26.7970 -23.1928  0.006
H -6.4735 -27.3783 -22.6503  0.007
H -5.0430 -26.7500 -22.5883  0.001
C -6.4753 -25.3767 -23.2318  0.004
C -6.2268 -24.6394 -21.9076  0.001
O -4.8612 -24.5418 -21.8471  0.000
C -4.4506 -24.4063 -20.4746  0.000
H -2.0762 -25.1548 -25.6238  0.000
H -1.2679 -26.6562 -25.3786  0.004
H -1.2095 -25.5634 -24.0662  0.000
H -3.8321 -27.2122 -26.0867  0.056
H -4.4608 -25.7903 -25.6967  0.006
H -5.1352 -28.4438 -24.1008  0.021
H -6.2683 -27.6644 -25.1364  0.032
H -7.5483 -25.5293 -23.3483  0.002
H -5.9720 -24.8584 -24.0480  0.001
H -6.6151 -25.2473 -21.0904  0.000
H -6.6946 -23.6574 -21.8370  0.000
H -4.8072 -23.5547 -19.8952  0.000
H -3.3854 -24.1902 -20.3917  0.000
H -4.6545 -25.3238 -19.9226  0.000

The calculation puts the molar mass at 595.884 g mol⁻¹. The electronic energy comes out at -1966.5948 a.u. As for the energy above the lowest of the compared OMol25 structures with the same formula, charge and spin: 0.00 kcal/mol. As for the orbital gap (spin up / spin down): 3.06 / 7.97 eV. Its total charge is +2. The spin multiplicity is 2.